[1]
C18H68O25 | ωB97M-V/def2-TZVPD

Results
**Kohn-Sham gap (alpha / beta)**: 2.19 / 9.39 eV
**Calculated total energy**: -2607.4721 hartree
**LUMO energy (alpha / beta)**: 1.75 / 1.68 eV
**Total charge**: -1
**2S+1**: 2

```
111
Properties=species:S:1:pos:R:3:lowdin_charge:R:1
H 2.709 3.424 3.863 0.118
C 0.733 2.392 -2.549 -0.267
H -2.059 4.506 2.653 0.117
O 2.415 3.781 -3.643 -0.042
C -1.052 4.234 2.337 -0.255
H -3.252 -0.819 -4.546 0.102
H 0.167 -1.320 3.565 0.001
H 2.614 -1.184 3.828 0.095
H 3.787 4.665 2.094 0.116
H 2.471 -0.074 6.336 0.116
H -0.775 -1.479 -4.252 0.116
H -0.353 -5.294 1.343 0.015
C 2.878 2.943 2.900 -0.214
C -3.539 -2.551 -1.947 -0.274
H -5.043 -1.436 -0.930 0.110
H 1.962 -0.866 1.443 0.036
H -2.967 -0.792 -0.084 0.041
O 2.120 -5.932 0.613 -0.113
H 3.903 -3.627 -2.868 0.058
H -0.809 -0.368 -1.004 0.099
H -2.849 -2.177 2.153 0.045
H -1.051 0.159 -3.683 0.095
H 3.711 -3.101 4.824 0.073
O 1.430 -3.869 -1.123 -0.071
O 2.720 3.761 0.542 -0.071
H 2.541 3.049 -4.251 0.086
H 1.094 -2.084 5.823 0.036
O -0.341 3.108 -3.045 -0.046
H 2.240 -6.249 2.702 0.114
H 4.035 0.096 -0.116 0.053
H -0.735 -0.331 1.633 0.085
H -0.355 4.937 2.794 0.109
O -3.122 -1.300 1.885 -0.107
H -3.671 3.436 -0.362 0.027
H -3.556 1.534 2.072 0.048
H -4.123 -3.084 -2.698 0.111
H -2.796 0.264 2.390 -0.031
H 0.477 1.990 -1.568 0.112
C -1.051 -0.474 -4.570 -0.257
O 1.085 -1.046 1.788 -0.124
H 2.001 2.375 2.592 0.108
H -2.572 -2.382 -2.422 0.106
O 4.115 -2.343 4.395 -0.079
O -3.458 -3.405 -0.836 -0.147
H 1.872 -4.381 -0.445 0.014
H 0.104 3.936 0.583 0.100
H 1.300 -4.099 3.332 0.109
H -5.550 3.595 -2.464 0.110
O 3.991 0.057 0.839 -0.026
O -3.181 -0.334 -0.900 -0.089
C 2.002 3.214 -2.439 -0.266
C -0.915 4.244 0.818 -0.198
H 0.540 -4.218 -1.145 0.034
H -1.208 2.362 2.516 0.024
O 3.220 -3.199 -3.384 -0.047
C 2.262 -5.470 1.940 -0.271
O 2.167 -0.934 -3.972 -0.058
H 1.725 4.044 -1.790 0.112
H -1.172 2.629 -3.092 0.037
H -0.915 -2.223 4.118 0.036
O -1.791 3.300 0.183 -0.075
O -0.103 0.078 -5.430 -0.068
H 2.051 4.772 2.229 0.103
H 2.784 2.571 -2.035 0.112
H 3.611 3.668 0.197 0.085
H 2.399 -3.509 -3.001 0.026
C 0.094 -0.269 0.928 -0.116
H -4.560 -0.731 -2.375 0.102
C 3.342 -1.171 4.639 -0.232
H -4.083 4.545 -2.406 0.108
H -4.606 1.744 -3.150 0.106
H 3.575 -1.215 6.785 0.117
H 2.636 -1.767 -3.949 -0.027
H -2.403 -1.116 -6.048 0.109
H 4.865 -0.226 1.108 0.061
H 1.264 -3.570 1.621 0.084
C 1.209 -4.425 2.295 -0.225
O 0.952 -1.174 -1.228 -0.093
H 2.304 -0.557 -3.103 0.018
C 2.862 4.120 1.903 -0.248
H -2.011 1.333 -5.810 0.082
H 0.756 -0.317 -5.265 0.045
O -0.147 -1.715 4.379 -0.049
H 0.409 0.758 0.747 0.112
O -2.726 1.217 2.429 -0.054
C -3.846 2.508 -2.988 -0.194
H -0.649 -1.976 -0.200 0.110
H 1.230 -2.081 -1.078 0.013
O -2.685 1.930 -2.338 -0.096
C -4.137 -1.211 -1.492 -0.228
H -4.078 -1.320 1.936 0.056
H -3.692 2.947 -3.974 0.117
H 3.284 -5.106 2.041 0.112
O -0.664 3.032 2.935 -0.070
H -1.521 3.289 -0.738 0.058
H 3.970 1.542 2.194 0.019
H 3.983 -0.307 4.463 0.112
H -3.042 1.300 -1.708 0.046
H 0.959 1.529 -3.175 0.102
O -4.578 3.477 -0.676 -0.069
C -0.184 -1.007 -0.380 -0.233
H -0.985 5.262 0.435 0.122
O 1.868 -2.065 6.391 -0.074
O -2.819 0.857 -5.603 -0.058
H -4.292 -3.876 -0.767 0.067
O 4.115 2.196 2.883 -0.076
C 2.795 -1.070 6.037 -0.258
H 1.514 -6.675 0.668 0.075
C -4.516 3.587 -2.119 -0.223
C -2.472 -0.433 -5.201 -0.235
O -0.160 -4.967 2.225 -0.151
```

[2]
C18H71B3O21 | ωB97M-V/def2-TZVPD

Results
**Kohn-Sham gap**: 9.16 eV
**Calculated total energy**: -2383.2040 hartree
**LUMO energy**: -0.26 eV

```
113
Properties=species:S:1:pos:R:3:lowdin_charge:R:1
H -8.669 0.219 -2.900 0.051
H -1.303 -0.625 0.680 0.115
O 6.582 -2.170 -3.070 -0.042
H 2.779 -6.894 4.214 0.033
H 5.851 3.619 2.493 0.022
H 5.634 -2.325 -2.972 0.050
H -4.899 -2.829 2.434 0.030
H 9.242 -4.482 -3.596 0.038
H -3.257 1.041 2.356 0.117
H 4.848 3.219 0.471 0.080
O 3.233 -6.046 4.250 -0.061
H -1.550 -0.632 2.452 0.092
C -7.659 -0.680 0.308 -0.206
H 8.690 6.342 0.315 0.041
H -2.136 0.826 -5.425 0.034
O -2.834 0.893 -4.766 -0.057
H 0.210 -0.258 -4.003 0.035
H 6.789 1.277 -0.060 0.059
H 3.168 -0.562 -3.154 0.103
H -7.510 3.230 4.995 0.040
H -2.578 1.877 -1.155 0.020
H -5.244 4.256 -0.452 0.034
O 6.125 4.541 2.526 -0.066
H -5.351 1.114 0.131 0.096
C 6.576 2.280 -0.436 -0.076
H 8.186 -1.961 0.262 0.051
H 5.171 -2.595 -0.689 0.093
H -3.154 1.160 -2.363 0.039
H 0.282 4.501 4.008 0.039
B 1.606 -0.693 1.005 -0.507
H 4.779 3.104 -1.328 0.106
O 7.033 1.555 -3.709 -0.049
C -2.814 0.733 1.406 -0.176
H 2.308 0.902 -2.734 0.112
C -6.142 -0.863 0.014 -0.220
H -5.877 -1.962 3.212 0.048
C 5.052 2.595 -0.401 -0.227
H 7.112 3.004 0.179 0.043
C 5.233 -4.919 1.449 0.102
H 7.257 1.759 -4.623 0.043
H 0.750 -0.373 3.044 0.098
C 5.005 -3.856 0.938 -0.121
H -8.953 1.226 -1.458 0.070
O 0.828 -0.438 -4.719 -0.048
H -0.733 -1.716 4.883 0.047
C 2.931 0.108 -2.320 -0.052
H -0.223 -2.537 3.716 0.030
H 4.736 1.324 -2.506 0.099
H -7.650 -2.500 -4.325 0.043
C -5.280 0.202 0.737 -0.195
C 4.783 -2.538 0.330 -0.063
H 3.551 -5.907 3.352 -0.003
O 0.345 3.866 3.288 -0.053
O 7.553 -1.286 -0.004 -0.047
H -4.778 3.416 -1.632 0.010
C 4.192 1.299 -0.388 -0.181
C -8.458 -0.855 -0.994 -0.270
O 9.230 -3.528 -3.477 -0.055
C -1.476 0.001 1.563 -0.216
H -9.516 -1.011 -0.743 0.100
H 4.636 0.671 0.392 0.115
H 6.767 -2.405 -3.987 0.059
H -7.319 0.733 -1.887 0.062
C -0.275 0.939 1.697 -0.213
H 5.655 -5.822 1.826 0.033
H 7.268 -1.556 -0.884 0.005
O 2.433 -1.787 1.274 0.301
H -8.488 2.468 2.579 0.021
O -2.152 -3.210 1.623 -0.050
O -9.032 1.670 2.554 -0.059
H -1.214 -3.419 1.576 0.035
H -2.752 1.602 0.746 0.092
H 6.914 2.351 -1.471 0.051
H 5.006 -0.187 -1.703 0.097
H -7.951 -1.400 1.074 0.101
C 4.289 0.639 -1.784 -0.176
C -3.832 -0.312 0.800 -0.200
H -9.165 -2.526 -4.447 0.041
H 6.345 4.759 1.612 0.003
C -8.365 0.403 -1.870 -0.110
H 3.177 1.621 -0.138 0.117
O -0.943 -2.492 4.354 -0.046
H 9.007 5.034 1.022 0.045
O -2.932 2.041 -2.035 -0.042
O -8.452 -2.148 -3.924 -0.045
O 2.662 -2.111 -1.057 0.282
H -0.487 1.720 2.435 0.094
H -0.120 1.473 0.755 0.116
O 1.293 -0.331 -0.313 0.280
H -5.712 0.346 1.732 0.104
O -5.471 3.473 -0.963 -0.062
O 8.382 5.436 0.411 -0.052
H 1.735 0.968 2.468 0.112
H -5.996 -0.793 -1.069 0.102
O -6.878 3.028 4.298 -0.059
H 5.327 -1.747 0.848 0.112
O -5.831 -2.588 2.483 -0.040
B 3.252 -2.153 0.212 -0.514
H 6.752 0.633 -3.732 0.021
H -2.217 -2.582 2.350 -0.007
H 1.285 3.664 3.236 0.034
H -5.842 -1.848 0.353 0.081
B 2.249 -0.770 -1.221 -0.536
H -3.742 -1.182 1.444 0.073
H -7.791 0.342 0.672 0.083
H -6.950 2.074 4.186 0.028
H 0.801 -1.395 -4.817 0.044
C 1.008 0.210 2.153 -0.045
H -2.606 1.681 -4.258 0.014
H -3.493 -0.508 -0.222 0.112
H 8.353 -3.335 -3.128 -0.012
H -9.936 1.999 2.553 0.038
H -8.132 -1.729 -1.555 0.080
```

[3]
C18H72O18 | ωB97M-V/def2-TZVPD

Results
**Kohn-Sham gap**: 9.84 eV
**Calculated total energy**: -2082.8721 hartree
**Energy above the lowest of the compared OMol25 structures with the same formula, charge and spin**: 241.8 kcal per mole
**LUMO energy**: 0.27 eV

```
108
Properties=species:S:1:pos:R:3:lowdin_charge:R:1
H -1.344 0.381 0.353 0.082
H -2.376 -2.912 2.418 0.066
H -3.775 -2.647 -2.405 0.117
H -1.601 4.299 -0.558 0.096
C 2.688 3.763 2.505 -0.081
H 2.006 0.876 -2.071 0.072
O 1.498 -1.553 3.132 -0.113
C -3.854 2.620 2.614 -0.167
H 1.478 -1.500 -3.946 0.034
H -4.119 -0.875 -2.314 0.078
O -1.105 4.797 1.220 -0.120
C -0.249 0.387 0.042 -0.124
H -3.061 -1.440 -3.482 0.050
H -1.392 -3.569 1.206 0.059
H -2.743 2.327 -0.952 0.046
H -3.298 1.542 1.295 0.035
C 2.991 -3.027 -0.189 -0.162
C -0.725 4.058 0.064 -0.139
H -1.153 -4.366 -1.003 0.110
H 4.285 3.470 -0.573 0.088
H 2.392 -2.526 0.527 0.046
H 0.379 -3.439 -0.706 0.050
H -1.788 0.336 2.252 0.040
H -5.506 -0.575 0.847 0.088
H -2.222 1.164 -2.259 0.094
H 3.545 -2.270 -0.700 0.065
H 2.545 3.945 3.582 0.099
O -2.172 -1.534 -1.656 -0.173
O -3.617 -0.102 0.233 -0.147
C -0.165 -4.027 -1.441 -0.158
C 2.478 -0.117 -2.210 -0.122
C -1.156 0.784 4.084 -0.124
H 3.519 3.987 -2.018 0.061
H -2.747 -2.690 -0.323 0.019
H -3.990 2.404 3.683 0.081
H -0.055 0.765 -0.936 0.061
O 4.522 0.409 2.366 -0.120
C 3.542 3.182 -1.332 -0.107
H 0.791 -3.729 1.655 0.037
C 0.208 2.990 -3.837 -0.134
C -2.123 -2.790 1.418 -0.144
H -3.934 1.557 -1.831 0.081
H 3.037 -1.691 4.448 0.075
H 3.842 0.928 0.487 0.061
O -0.051 2.824 -2.495 -0.108
O 1.612 -1.212 -2.036 -0.130
H -0.716 2.753 -4.336 0.090
O 1.009 -1.205 -4.725 -0.087
O 3.898 -3.803 0.537 -0.100
C -2.914 1.960 -1.923 -0.218
H 0.773 3.782 2.248 0.043
H 3.486 3.142 2.177 0.058
H 0.202 0.395 -3.537 0.057
C 0.937 -4.751 1.852 -0.160
H 0.238 1.155 0.670 0.078
H -1.355 4.155 1.856 0.024
H -5.172 1.223 0.342 0.090
O -2.973 2.974 -2.791 -0.080
H 3.148 -0.281 -1.477 0.018
C 2.750 -2.139 3.534 -0.110
H 2.436 -3.707 -0.762 0.065
H 2.707 -3.263 3.515 0.098
H -0.735 0.258 4.915 0.074
H 0.976 2.283 -4.140 0.089
H 4.545 -0.791 0.683 0.116
H 0.431 -4.933 -1.678 0.098
H 1.041 -1.033 -1.306 0.023
H -2.046 3.191 -2.941 0.042
H 0.687 2.643 -1.987 -0.010
H 3.556 -1.906 2.917 0.034
H 0.612 -6.574 1.261 0.130
H 0.474 3.891 -4.161 0.043
H -3.910 3.693 2.575 0.083
O 0.404 -0.815 0.358 -0.142
H 3.981 2.310 -1.897 0.093
H -1.631 -1.763 1.417 0.077
H 0.231 4.399 -0.325 0.074
H -0.719 3.016 0.435 0.067
H 3.076 -0.085 -3.143 0.117
O -3.178 -2.890 0.517 -0.108
H -0.452 1.571 3.596 0.102
O 2.215 2.893 -0.838 -0.141
H 0.429 -4.951 2.774 0.082
O 0.415 -5.655 0.869 -0.147
C 3.908 0.051 1.142 -0.155
H 2.201 3.285 0.016 0.014
O -2.807 2.149 1.868 -0.119
C -3.314 -1.616 -2.499 -0.112
O -1.314 -0.104 2.987 -0.160
H -3.441 -0.913 -0.182 0.002
H 0.391 -3.271 -3.101 0.089
H -5.346 -0.143 -0.754 0.069
H -0.705 -1.048 -3.895 0.058
C 0.028 -0.375 -4.293 -0.197
O 1.468 3.257 1.884 -0.142
O -0.438 -3.333 -2.622 -0.114
H -4.733 2.066 2.218 0.085
H 2.856 -0.271 1.393 0.079
H 3.455 -4.636 0.643 0.046
H 2.904 4.722 2.103 0.071
H -1.427 -2.139 -1.913 0.056
C -5.000 0.142 0.234 -0.124
H -2.044 1.324 4.330 0.047
H -0.380 0.123 -5.149 0.089
H 3.902 1.050 2.707 0.047
H 2.039 -4.989 1.982 0.089
H 1.598 -0.652 3.369 0.047
H 0.302 -1.023 1.297 0.052
```

[4]
C18H74O28 | ωB97M-V/def2-TZVPD

Results
**Kohn-Sham gap**: 9.36 eV
**Calculated total energy**: -2836.6210 hartree
**Energy above the lowest of the compared OMol25 structures with the same formula, charge and spin**: 36.5 kcal per mole
**LUMO energy**: -0.32 eV

```
120
Properties=species:S:1:pos:R:3:lowdin_charge:R:1
O -5.438 0.005 -3.275 -0.049
H -3.857 5.173 3.503 0.107
C 1.943 -2.323 3.415 -0.199
O -1.249 -3.828 -2.304 -0.061
H 3.197 1.101 -2.163 -0.007
H -1.116 -3.433 -0.698 -0.013
H 3.370 4.666 -0.505 0.121
H 1.191 0.409 0.869 0.108
H -5.952 1.414 0.361 0.105
C -5.433 0.144 1.825 -0.274
H 3.038 3.014 -0.969 0.105
H -1.378 -1.673 -2.437 0.097
C 6.066 -0.647 -0.540 -0.234
H -6.036 -0.294 -2.580 0.073
O 6.159 0.591 -1.101 -0.067
O -1.063 -3.218 0.218 -0.029
H 1.018 -3.230 -0.076 0.043
H 3.817 -0.666 -0.259 0.112
H -2.957 0.712 -3.670 0.131
O 1.755 -0.162 -1.656 -0.103
H 1.424 -3.680 -2.238 0.072
H -0.714 2.187 -2.142 -0.015
O 1.894 -0.213 -4.429 -0.009
O -5.821 3.631 3.806 -0.040
O -1.531 3.490 0.509 -0.006
H 3.889 -3.269 6.012 0.077
C 2.111 3.568 0.824 -0.211
C -4.608 3.175 3.486 -0.314
H 2.338 -5.020 -2.080 0.146
H -3.189 0.353 -2.053 0.060
H 1.816 2.594 1.117 0.084
O 1.868 -3.556 0.210 -0.023
H -1.698 1.070 4.324 0.109
H 4.641 1.063 -1.865 0.001
H -1.111 -4.065 0.628 0.084
H 1.809 -0.562 -2.585 0.079
O 4.532 3.212 0.462 -0.043
H 1.871 -0.013 3.201 -0.055
H -1.535 -1.573 -5.342 0.131
O -7.571 0.417 0.715 -0.048
C -1.441 -2.609 -2.978 -0.194
H -3.088 2.560 -1.460 0.076
O 4.914 -1.638 1.256 -0.112
H -4.632 3.231 2.414 0.121
H 6.387 1.271 -0.463 0.107
C 0.431 -0.270 -1.078 -0.166
H -0.298 3.415 -1.557 -0.025
O 3.345 -3.504 -3.002 -0.053
H -5.960 0.639 2.633 0.125
H 0.166 -1.302 -0.819 0.097
H -3.504 4.320 4.959 0.120
H 1.872 -3.393 3.290 0.110
H -0.621 3.608 0.572 -0.043
H 0.592 -2.476 -3.867 0.102
H -2.152 2.895 3.429 0.029
O 1.073 4.353 0.249 -0.090
H 3.709 -3.813 -0.277 0.142
O -1.209 1.236 3.480 -0.058
O 1.613 0.754 3.643 -0.015
H -1.929 -0.591 0.172 0.025
O -2.728 2.213 -2.270 -0.052
H -2.380 -2.617 -3.414 0.104
H -0.506 -3.469 -4.755 0.123
H -1.270 0.374 3.055 0.009
H -5.542 -0.898 1.978 0.111
H -2.238 -1.738 2.398 0.057
H 2.896 -2.109 1.849 0.061
H 6.058 -1.345 -1.344 0.111
H 2.537 -0.517 -5.085 0.079
H 3.673 -1.553 4.627 0.075
O -0.698 -1.356 -4.857 -0.066
H 4.051 -4.187 -2.971 0.127
O 3.153 -3.160 5.404 -0.097
C -0.451 -2.558 -4.183 -0.229
H -1.431 -4.616 -2.816 0.122
O -0.775 0.619 0.844 -0.065
C -6.165 0.384 0.562 -0.270
O 4.639 -0.878 -3.541 -0.087
H 1.071 -2.033 4.022 0.129
C 3.302 3.656 -0.128 -0.197
H 4.335 2.796 1.285 0.060
H 1.443 4.794 -0.547 0.110
H 0.514 1.701 -0.117 0.107
H -0.226 0.097 -1.839 0.103
H -7.895 0.422 -0.197 0.089
O -2.346 3.833 3.313 -0.086
C 0.397 0.616 0.163 -0.240
C 3.331 -2.393 4.182 -0.187
H -2.318 -2.124 -0.031 -0.014
C -3.409 1.039 -2.754 -0.215
H -0.749 -2.028 1.993 0.014
H -0.846 1.372 1.400 0.055
H 5.880 -1.656 1.490 0.104
O -2.591 -1.226 -0.199 -0.066
C -4.845 1.216 -2.879 -0.266
H 2.228 4.066 1.779 0.126
O 4.016 1.452 -2.493 -0.047
H 3.087 -2.400 -0.897 0.080
C 4.766 -0.556 0.308 -0.167
H -5.131 2.035 -3.532 0.126
H -1.783 4.273 0.984 0.042
O 2.207 -1.561 2.256 -0.100
H 4.224 -2.743 3.675 0.111
O -1.307 -1.572 2.610 -0.029
C -3.607 4.230 3.879 -0.189
H -6.526 3.296 3.270 0.085
O 0.014 2.782 -2.152 -0.012
C 2.824 -3.401 -0.747 -0.293
H 3.975 -0.135 -3.462 0.009
H 6.954 -0.773 0.096 0.127
H 1.050 -0.448 -4.730 -0.014
H -3.693 0.010 0.983 0.078
H -4.574 2.171 3.875 0.117
H 4.811 0.328 0.867 0.095
H 4.163 -1.719 -3.397 0.001
H 0.670 0.827 3.595 -0.020
C 2.409 -3.909 -2.039 -0.248
O -4.086 0.471 1.781 -0.061
H -5.372 1.521 -1.932 0.121
H -5.893 -0.119 -0.355 0.108
```